# 1
Here is C2HClFN3 as an isolated structure at a distorted geometry from the Open Molecules 2025 dataset. Energies are from ωB97M-V/def2-TZVPD.

- 2S+1 = 1
- F_max (Eh/bohr) = 0.0423
- electronic energy (Ha) = -800.9815
- relative energy (zero: lowest compared OMol25 entry of this formula, charge and spin) (eV) = 2.925
- gap between HOMO and LUMO (eV) = 11.5

Geometry as XYZ:
```
8
Properties=species:S:1:pos:R:3:forces:R:3:nbo_charge:R:1
C 1.947 -0.488 0.135 -0.81 -0.21 0.47 0.222
C -0.260 -0.685 -0.244 -0.66 1.88 -0.07 0.439
N 1.467 -0.531 1.321 -0.87 -0.76 -0.52 -0.273
N 1.037 -1.265 -0.623 0.06 -0.30 -0.72 -0.314
N 0.450 -1.474 0.731 -0.93 0.85 1.16 -0.104
F -1.376 -1.227 -0.706 0.07 -1.15 -0.50 -0.299
Cl 3.365 0.144 -0.344 1.75 0.92 -0.90 0.135
H -0.492 0.428 -0.344 1.38 -1.23 1.08 0.195
```
Forces are in eV/Å.

***

# 2
Here is C2HClFNO3 in the gas phase at a distorted geometry from the Open Molecules 2025 dataset. Energies are from ωB97M-V/def2-TZVPD.

- 2S+1 = 1
- F_max (Eh/bohr) = 0.1174
- electronic energy (Ha) = -917.2193
- relative energy (zero: lowest compared OMol25 entry of this formula, charge and spin) (eV) = 0.237
- gap between HOMO and LUMO (eV) = 11.1

Geometry as XYZ:
```
9
Properties=species:S:1:pos:R:3:forces:R:3:nbo_charge:R:1
C 1.561 -0.244 -0.778 -3.65 4.41 1.93 0.914
C 0.160 0.533 -0.082 1.58 -0.52 0.74 -0.238
N -0.581 1.151 -1.226 -0.52 -0.75 -1.35 0.491
O -0.936 0.356 -2.116 0.69 1.09 1.53 -0.379
O 1.766 -1.359 -0.750 0.87 -3.51 -0.17 -0.466
O -0.780 2.330 -1.195 -0.25 0.19 -0.34 -0.303
F 2.343 0.715 -1.238 0.05 0.01 -0.24 -0.303
Cl 0.710 1.794 1.106 -0.19 -0.93 -0.92 0.008
H -0.611 -0.054 0.508 1.42 0.01 -1.19 0.275
```
Forces are in eV/Å.

***

# 3
Here is C2HClIN as an isolated structure at a distorted geometry from the Open Molecules 2025 dataset. Energies are from ωB97M-V/def2-TZVPD.

- 2S+1 = 1
- F_max (Eh/bohr) = 0.1379
- electronic energy (Ha) = -889.3296
- relative energy (zero: lowest compared OMol25 entry of this formula, charge and spin) (eV) = 1.997
- gap between HOMO and LUMO (eV) = 9.5

Geometry as XYZ:
```
6
Properties=species:S:1:pos:R:3:forces:R:3:nbo_charge:R:1
C -0.642 1.254 0.045 2.33 -5.97 -0.99 0.184
C 0.114 -0.704 -0.129 2.27 5.45 3.92 -0.292
N -1.080 2.294 0.115 -1.02 2.52 0.26 -0.418
Cl -0.096 -1.262 1.480 -0.25 -0.44 -0.30 0.095
I 2.169 -0.524 -0.661 -0.74 -0.02 -0.06 0.258
H -0.465 -1.059 -0.850 -2.59 -1.54 -2.83 0.172
```
Forces are in eV/Å.